Molecular formula: C40H34N2O5S4Sb2Tl
Method: DFT, ωB97M-V with the def2-TZVPD basis set

```
88
Properties=species:S:1:pos:R:3:forces:R:3:lowdin_charge:R:1
H 1.8615 -4.9742 -2.0921 0.0001 -0.0067 -0.0373 0.0820
H -2.6435 -1.5688 0.3769 0.0178 -0.1097 -0.0725 -0.0492
H 0.5373 -8.1762 2.9793 -0.0040 0.0103 0.0012 0.0934
C 1.7926 3.2443 1.7083 -0.1483 0.0745 0.1404 -0.0747
H 1.6469 -6.5257 -3.9984 -0.0022 0.0212 0.0015 0.0956
C -0.1160 -4.9370 3.7346 -0.0195 -0.0600 -0.0963 -0.1595
H -1.0231 -0.7092 -1.0916 0.1237 -0.0539 -0.0391 0.0272
H -0.4909 -7.4588 0.8468 -0.0109 0.0199 0.0066 0.0961
S -5.1246 -0.1767 -0.3392 -0.0540 0.1261 -0.1402 0.4454
Tl -2.8561 1.2277 1.2821 0.2294 0.0047 0.2568 0.7312
C -4.0030 6.4212 1.0692 0.0079 0.0190 0.0234 0.0020
C -0.3846 -6.7529 1.6627 -0.0337 0.0501 0.0212 -0.1003
C -2.6915 8.4078 0.9609 -0.0182 -0.0813 0.0016 -0.1559
H -1.2722 -5.1460 0.5653 0.0291 -0.0088 0.0122 0.0747
H 0.7108 -1.7094 -4.6200 -0.0075 -0.0214 -0.0048 0.0977
C 1.9041 -2.6668 2.0224 0.0694 -0.0453 0.0395 -0.1698
H 4.6897 -0.6458 2.0801 -0.0437 -0.0415 -0.0004 0.1060
H -0.9722 -3.7446 -1.0164 0.0089 -0.0110 0.0903 0.0633
C -1.5203 7.6703 0.9130 0.0843 0.0857 -0.0043 0.0032
H 3.0102 0.7354 3.2793 -0.0988 0.0769 0.0391 0.1506
C 2.6309 0.0609 2.5127 -0.1585 0.0005 -0.2142 -0.1560
H 3.4401 3.1485 -3.7998 -0.0125 -0.0096 -0.0039 0.0957
C 2.4351 2.2617 1.0851 0.1253 -0.1454 -0.1060 -0.0591
H 3.2443 2.4350 0.3843 -0.0721 0.0119 0.0317 0.1078
C 3.3113 -2.2349 1.9620 -0.0554 -0.1209 -0.0151 -0.1001
O -1.9097 3.5157 0.6561 -0.0696 -0.1897 0.1392 -0.1293
H -0.9600 -1.5393 -2.6524 -0.0451 -0.0241 -0.0300 0.0509
H 0.7626 -6.5545 4.8391 -0.0117 0.0084 -0.0066 0.0954
O -0.3068 0.2034 0.9672 0.2591 0.0893 0.3605 -0.3244
H 1.8130 3.1886 -1.9276 -0.0086 -0.0378 -0.0071 0.1059
H -4.9520 5.9090 1.1495 0.0079 -0.0028 0.0080 0.1193
C -2.1157 -2.5256 0.4143 0.1586 0.0629 0.1160 -0.4089
C 2.9083 -0.1833 -3.4597 -0.0662 0.0818 0.0245 -0.1451
C 0.0627 1.7779 2.6947 0.1107 -0.0825 0.3188 -0.7031
H 0.2283 3.7819 3.1533 0.0068 0.0088 -0.0272 0.1000
H -4.8221 8.4198 1.0730 -0.0030 -0.0273 -0.0097 0.1139
C -0.6833 -4.5057 2.5314 0.0583 0.0943 0.0646 -0.4012
H -2.4289 -3.0027 -1.6095 0.0305 -0.0219 -0.0693 0.1056
O -3.6488 10.5134 0.9487 0.0215 -0.1040 0.0037 0.0586
S -1.3042 1.4199 3.6904 -0.0489 -0.0702 -0.3420 0.5056
O -3.9702 3.6384 1.5165 0.0741 0.0217 -0.0668 -0.0952
C 0.8084 -3.6354 -5.5520 0.0127 -0.0044 0.0313 -0.0947
S -5.8915 0.0409 -2.4061 -0.1134 -0.1654 0.1477 0.5195
H 4.0607 -2.9756 1.7069 -0.0225 0.0164 -0.0146 0.0981
C 0.3188 -6.2446 3.9000 -0.0124 -0.0096 -0.0447 -0.1028
C 1.4460 -5.4698 -4.1373 -0.0097 0.0671 0.0126 -0.1041
C 1.3041 -3.2275 -3.2159 0.0787 -0.0646 0.1208 -0.3913
C 1.2091 -0.4537 2.8234 0.1528 -0.0551 -0.0684 -0.2086
H 0.9115 1.0834 -1.0280 -0.1233 0.0617 -0.2198 0.0826
C -2.9204 4.1431 1.0652 -0.0133 -0.0183 -0.0007 -0.6781
C -4.4961 0.7302 -1.6632 0.2698 0.1298 -0.0033 -1.7418
O -1.5055 10.3895 0.8970 -0.0258 -0.0666 0.0001 0.0582
C 3.0325 2.2224 -3.4125 0.0025 -0.0387 0.0031 -0.0998
H 1.6922 -3.6906 1.7326 0.0030 0.0044 0.0208 0.0857
Sb -1.1873 -2.3890 2.3863 0.0341 -0.2183 -0.0607 1.4897
H -0.0007 -4.2339 4.5540 0.0187 -0.0118 0.0011 0.0905
H -0.7184 5.6716 0.8699 -0.0208 0.0085 0.0181 0.1137
C -0.7623 -1.6478 -1.5864 -0.0438 0.0618 0.1818 -0.3681
C -1.5522 -2.8165 -0.9788 -0.0498 0.2059 0.0003 -0.3507
H 0.5104 -3.2588 -6.5238 0.0081 0.0020 0.0263 0.0982
C 3.4254 1.0064 -3.9596 -0.0307 -0.0279 0.0168 -0.1010
C -0.8218 -5.4391 1.5063 -0.0051 0.0071 0.0169 -0.1267
H 3.2220 -1.1277 -3.8929 0.0200 0.0348 0.0016 0.0888
C 2.0250 0.8583 1.3238 0.1257 0.0333 0.3169 -0.1618
H 2.0743 0.2794 0.4032 -0.0466 -0.1860 0.2363 0.1010
C 1.0689 -4.9908 -5.3838 0.0051 0.0075 0.0383 -0.1064
H 0.8502 -0.2845 3.8364 -0.0747 0.0218 0.0309 0.1176
H -0.5708 8.1831 0.8633 -0.0060 -0.0181 -0.0127 0.1139
C -3.9359 7.8030 1.0342 -0.0626 0.1384 0.0108 0.0025
C 0.9062 -1.8554 2.3700 -0.2756 0.3891 -0.3377 -0.3396
C 1.6053 1.0553 -1.8651 -0.1111 0.0291 -0.1257 -0.1414
C 0.6685 2.9702 2.5911 0.0783 0.0489 -0.2068 -0.1152
H -2.8778 -3.2747 0.6606 -0.0149 -0.0162 0.0068 0.0442
Sb 1.3581 -1.9794 -1.4410 -0.1842 -0.0694 -0.2585 1.5294
H 2.0836 4.2778 1.5506 -0.0273 -0.0484 0.0249 0.1028
H 4.1392 0.9850 -4.7756 -0.0186 -0.0061 0.0208 0.0955
C 3.6567 -0.9688 2.1646 0.0591 0.1421 0.1021 -0.0527
S -3.2410 1.6727 -1.9529 -0.0241 0.0003 -0.1496 0.6498
C 1.9823 -0.1713 -2.4147 0.1614 0.0180 0.0660 -0.3859
H 0.9756 -5.6710 -6.2222 0.0017 0.0195 0.0161 0.0950
C 0.1917 -7.1568 2.8572 -0.0069 0.0455 0.0413 -0.1103
C 2.1222 2.2460 -2.3645 -0.0229 -0.0377 -0.0524 -0.0882
C 0.9220 -2.7643 -4.4760 0.0028 -0.0175 0.0398 -0.1378
N 0.6132 0.6303 1.8935 -0.1425 -0.1161 -0.3123 -0.2529
C -2.8418 5.6594 1.0109 -0.0143 -0.0131 0.0341 -0.1050
N -2.6099 9.8782 0.9337 0.0039 0.0567 0.0029 -0.3561
C -1.6057 6.2889 0.9289 0.0356 -0.0013 -0.0655 0.0021
C 1.5651 -4.5905 -3.0643 -0.0022 0.0691 -0.0621 -0.1533
```
Positions in Å, forces in eV/Å.

Calculated values
total charge: -1
E_LUMO: 0.04262 Ha
Kohn-Sham gap: 5.75 eV
energy relative to the best compared isomer or geometry (same formula, charge and spin): 2.787 eV